The following is a DFT calculation (ωB97M-V/def2-TZVPD) of a cluster of 3 separate species, C18H22IO13P in total.

Element x y z (Å)
I (0.14296, -2.74554, 0.22935)
P (-4.13910, 2.13655, 3.66664)
O (1.53871, -4.76621, -2.32714)
O (-5.62823, 2.70743, 3.50811)
O (1.21727, -5.59237, -4.36100)
O (-1.83184, 0.44493, 2.19985)
O (-3.47965, 2.52109, 4.91023)
O (-2.20319, -0.51989, -6.59782)
O (0.49902, -1.29914, 2.78339)
O (1.12855, 4.42034, 3.29241)
O (-1.81660, 0.26807, -4.55725)
O (-3.40758, 1.22532, -5.83352)
O (3.18818, 0.45376, 2.68663)
O (-4.36652, 0.57581, 3.43406)
O (-0.00918, -3.83369, -3.65529)
C (1.04738, 2.46392, 1.97061)
C (0.83340, -4.65352, -3.47153)
C (2.39335, -6.24151, -3.85858)
C (2.28546, -5.98749, -2.36346)
C (-2.56101, 0.40682, -5.67833)
C (-1.17175, 1.45891, 2.09736)
C (-1.81016, 2.79240, 2.30147)
C (3.43693, 1.85625, 2.67117)
C (3.38927, 2.43383, 4.07334)
C (-3.29969, 2.83453, 2.20974)
C (-1.06941, -0.95255, -4.65083)
C (0.69087, 0.20806, 0.91265)
C (-1.00953, -1.17247, -6.15042)
C (-1.02949, 3.83240, 2.56997)
C (0.44612, -1.10508, 1.62083)
C (0.25960, 1.41912, 1.68761)
C (0.43720, 3.64550, 2.67508)
C (2.51138, 2.55491, 1.65589)
H (3.26850, -5.76209, -4.29892)
H (-1.61398, -1.74526, -4.13939)
H (2.37537, 2.39506, 4.48293)
H (-0.15162, -0.67927, -6.61099)
H (2.69459, 2.09538, 0.68109)
H (2.78858, 3.60759, 1.56961)
H (1.77081, 0.19867, 0.74686)
H (1.71385, -6.76052, -1.84851)
H (-6.24430, 2.03611, 3.19465)
H (3.24041, -5.84503, -1.86670)
H (3.73072, 3.46795, 4.09957)
H (-3.63220, 2.35529, 1.28463)
H (-1.02994, -2.21911, -6.43864)
H (4.45203, 1.96662, 2.28004)
H (-0.09841, -0.82724, -4.18143)
H (4.02925, 1.82529, 4.71548)
H (-1.40430, 4.83070, 2.76490)
H (2.38540, 0.28604, 3.19839)
H (0.20211, 0.20333, -0.06422)
H (2.37308, -7.29175, -4.13340)
H (-3.81342, 0.20221, 2.73280)
H (-3.64923, 3.86958, 2.18008)

The HOMO energy is -9.77 eV. As for the structure (SMILES): C[C@@H](O)CC1=C(CC(=O)I)C(=O)C(CP(=O)(O)O)=CC1=O.O=C1OCCO1.O=C1OCCO1. As for the charge: 0. The LUMO energy is -0.061 Ha.

Atom charges from the Löwdin analysis, given in e for atoms 1 to 6:
1. I 0.868
2. P 0.418
3. O -0.003
4. O -0.120
5. O 0.066
6. O 0.118

***

The following is a DFT calculation (ωB97M-V/def2-TZVPD) of the ion C18H22N with charge +1 at a distorted geometry.

Element x y z (Å)
N (1.81250, 0.94880, 1.34652)
C (-1.87356, 0.44736, -3.27239)
C (-2.97618, -1.04448, 1.21172)
C (3.21856, 0.65443, 0.91647)
C (-2.06719, -0.69081, 0.33905)
C (1.16527, 0.20748, 2.46640)
C (-0.05743, -0.28920, -1.79004)
C (0.40048, 0.08538, -4.13875)
C (-1.43879, 0.10434, -1.95074)
C (-0.72081, -1.17475, 0.44915)
C (1.66920, 2.38407, 1.60742)
C (-1.44710, -2.65015, 2.18108)
C (-2.40646, 0.37343, -0.72275)
C (0.49876, -0.59578, -0.40331)
C (0.94611, 0.75275, 0.12002)
C (-2.76154, -2.14575, 2.04369)
C (0.79999, -0.15464, -2.88938)
C (-0.94109, 0.42836, -4.38691)
C (-0.43059, -2.15384, 1.38548)
H (-1.40051, -3.45337, 2.90490)
H (0.54104, -2.66744, 1.42618)
H (0.70807, 2.80130, 1.21522)
H (2.59010, 2.99334, 1.23053)
H (3.40882, 0.42203, -0.11422)
H (-3.41406, 0.23625, -0.99581)
H (-1.36506, 0.49611, -5.41916)
H (1.77125, 0.36318, 3.38124)
H (3.56486, -0.19707, 1.46433)
H (1.34371, -1.24852, -0.38361)
H (1.16309, 0.02847, -4.86346)
H (0.10578, 0.39663, 2.61001)
H (3.89240, 1.49517, 1.12834)
H (-0.01752, 1.27533, 0.40614)
H (-1.98061, 1.37506, -0.29244)
H (-3.61818, -2.51671, 2.58979)
H (1.75470, 2.58329, 2.68513)
H (-3.99856, -0.62420, 1.07285)
H (-2.91591, 0.60289, -3.48567)
H (1.38006, 1.33898, -0.67745)
H (1.85930, -0.32338, -2.73317)
H (1.23710, -0.86435, 2.33760)

Its energy relative to the best compared isomer or geometry (same formula, charge and spin) is 2.218 eV. The HOMO energy is -11.81 eV. As for the structure (SMILES): C[N+](C)(C)CC1c2ccccc2Cc2ccccc21. As for the charge: +1. The LUMO energy is -0.091 Ha.

Atom charges from the Löwdin analysis, given in e for atoms 1 to 6:
1. N -0.321
2. C -0.006
3. C -0.068
4. C 0.036
5. C -0.206
6. C 0.020

***

The following is a DFT calculation (ωB97M-V/def2-TZVPD) of the molecule C18H22N2O4.

Element x y z (Å)
O (-1.58757, 0.30302, -1.81797)
O (-2.49412, 2.23557, 1.51853)
O (-0.52204, -1.97972, -0.75330)
O (3.55848, 0.91420, 3.40607)
N (-1.40696, 0.25490, 1.22596)
N (1.91814, -0.43424, 2.51837)
C (4.33275, -0.26536, 3.49436)
C (0.25117, 1.76752, 2.24962)
C (0.63158, 1.28956, -1.98721)
C (-3.54806, 0.56248, 0.16079)
C (-0.17292, 0.50171, 1.83384)
C (2.32110, 0.76923, 2.89451)
C (0.30397, -0.95056, -1.17024)
C (1.51171, 1.90493, 2.78505)
C (0.70650, -0.56132, 2.00523)
C (-2.22509, 1.56543, -1.75378)
C (2.51643, -0.01531, -1.27396)
C (-1.26869, -2.63187, -1.77257)
C (-2.44328, 1.11760, 1.05004)
C (1.66988, -1.07013, -0.97945)
C (-0.22996, 0.24703, -1.67621)
C (-0.37671, -3.39644, -2.74303)
C (1.99497, 1.15861, -1.78112)
C (-3.61446, 1.37651, -1.14026)
H (2.64632, 1.98586, -2.01859)
H (-0.40585, 2.61594, 2.15246)
H (5.28891, 0.03491, 3.91794)
H (0.27908, -2.70851, -3.27323)
H (-1.92295, -3.32096, -1.23151)
H (2.05311, -1.99175, -0.57072)
H (0.23619, -4.11534, -2.20443)
H (-4.02454, 2.36538, -0.93497)
H (-4.26665, 0.86446, -1.84882)
H (-2.30995, 1.99733, -2.76018)
H (1.88696, 2.85840, 3.11767)
H (-1.88218, -1.90511, -2.31615)
H (0.23878, 2.21182, -2.38661)
H (-4.49954, 0.65535, 0.68598)
H (0.42918, -1.56488, 1.71122)
H (-0.99098, -3.92596, -3.46601)
H (3.84468, -1.00059, 4.13800)
H (3.57749, -0.11435, -1.10687)
H (-1.64174, 2.24879, -1.12657)
H (4.47471, -0.70796, 2.50580)
H (-1.46892, -0.65896, 0.79186)
H (-3.36892, -0.48719, -0.06957)

Its energy relative to the best compared isomer or geometry (same formula, charge and spin) is 2.209 eV. The HOMO energy is -7.93 eV. As for the structure (SMILES): CCOc1ccccc1OCCCC(=O)Nc1ccc(OC)nc1. As for the charge: 0. The LUMO energy is 0.028 Ha.

Atom charges from the Löwdin analysis, given in e for atoms 1 to 6:
1. O -0.062
2. O 0.068
3. O -0.091
4. O -0.067
5. N 0.148
6. N 0.140

***

Repeat the first record exactly.
The following is a DFT calculation (ωB97M-V/def2-TZVPD) of a cluster of 3 separate species, C18H22IO13P in total.

Element x y z (Å)
I (0.14296, -2.74554, 0.22935)
P (-4.13910, 2.13655, 3.66664)
O (1.53871, -4.76621, -2.32714)
O (-5.62823, 2.70743, 3.50811)
O (1.21727, -5.59237, -4.36100)
O (-1.83184, 0.44493, 2.19985)
O (-3.47965, 2.52109, 4.91023)
O (-2.20319, -0.51989, -6.59782)
O (0.49902, -1.29914, 2.78339)
O (1.12855, 4.42034, 3.29241)
O (-1.81660, 0.26807, -4.55725)
O (-3.40758, 1.22532, -5.83352)
O (3.18818, 0.45376, 2.68663)
O (-4.36652, 0.57581, 3.43406)
O (-0.00918, -3.83369, -3.65529)
C (1.04738, 2.46392, 1.97061)
C (0.83340, -4.65352, -3.47153)
C (2.39335, -6.24151, -3.85858)
C (2.28546, -5.98749, -2.36346)
C (-2.56101, 0.40682, -5.67833)
C (-1.17175, 1.45891, 2.09736)
C (-1.81016, 2.79240, 2.30147)
C (3.43693, 1.85625, 2.67117)
C (3.38927, 2.43383, 4.07334)
C (-3.29969, 2.83453, 2.20974)
C (-1.06941, -0.95255, -4.65083)
C (0.69087, 0.20806, 0.91265)
C (-1.00953, -1.17247, -6.15042)
C (-1.02949, 3.83240, 2.56997)
C (0.44612, -1.10508, 1.62083)
C (0.25960, 1.41912, 1.68761)
C (0.43720, 3.64550, 2.67508)
C (2.51138, 2.55491, 1.65589)
H (3.26850, -5.76209, -4.29892)
H (-1.61398, -1.74526, -4.13939)
H (2.37537, 2.39506, 4.48293)
H (-0.15162, -0.67927, -6.61099)
H (2.69459, 2.09538, 0.68109)
H (2.78858, 3.60759, 1.56961)
H (1.77081, 0.19867, 0.74686)
H (1.71385, -6.76052, -1.84851)
H (-6.24430, 2.03611, 3.19465)
H (3.24041, -5.84503, -1.86670)
H (3.73072, 3.46795, 4.09957)
H (-3.63220, 2.35529, 1.28463)
H (-1.02994, -2.21911, -6.43864)
H (4.45203, 1.96662, 2.28004)
H (-0.09841, -0.82724, -4.18143)
H (4.02925, 1.82529, 4.71548)
H (-1.40430, 4.83070, 2.76490)
H (2.38540, 0.28604, 3.19839)
H (0.20211, 0.20333, -0.06422)
H (2.37308, -7.29175, -4.13340)
H (-3.81342, 0.20221, 2.73280)
H (-3.64923, 3.86958, 2.18008)

The HOMO energy is -9.77 eV. As for the structure (SMILES): C[C@@H](O)CC1=C(CC(=O)I)C(=O)C(CP(=O)(O)O)=CC1=O.O=C1OCCO1.O=C1OCCO1. As for the charge: 0. The LUMO energy is -0.061 Ha.

Atom charges from the Löwdin analysis, given in e for atoms 1 to 6:
1. I 0.868
2. P 0.418
3. O -0.003
4. O -0.120
5. O 0.066
6. O 0.118

***

Question: What is the charge in the first record?
Answer: 0